{
  "formula": "C38H97N2O13",
  "method": "wB97M-V/def2-TZVPD",
  "elements": ["H", "C", "H", "C", "H", "O", "H", "C", "H", "C", "H", "C", "H", "H", "H", "H", "H", "O", "H", "C", "O", "C", "H", "C", "C", "C", "H", "O", "C", "H", "H", "C", "H", "H", "O", "C", "H", "H", "H", "H", "N", "H", "H", "H", "C", "H", "H", "H", "C", "H", "C", "C", "C", "C", "C", "C", "H", "C", "H", "O", "H", "H", "H", "H", "H", "H", "H", "H", "H", "O", "H", "C", "H", "C", "H", "H", "H", "H", "H", "H", "H", "O", "H", "O", "H", "H", "H", "H", "H", "H", "H", "C", "C", "O", "O", "H", "H", "H", "H", "C", "H", "H", "H", "H", "H", "H", "H", "C", "H", "C", "C", "H", "H", "H", "H", "H", "H", "H", "H", "H", "H", "H", "H", "H", "C", "H", "H", "C", "H", "O", "C", "H", "H", "C", "H", "C", "C", "H", "C", "H", "H", "O", "C", "H", "H", "H", "H", "H", "N", "H"],
  "positions_angstrom": [[-0.498, -4.879, 1.771], [4.779, 4.044, 3.938], [3.606, -1.114, -0.991], [-3.058, -0.761, -2.020], [-5.027, 1.689, 2.584], [-10.259, 1.046, 2.424], [4.450, 1.455, 1.859], [2.598, 3.956, 0.011], [3.716, -7.498, 2.628], [1.664, 5.127, -4.577], [1.821, -9.257, 1.231], [-6.951, -2.825, -3.787], [-12.409, 0.812, 0.814], [5.034, -8.442, -0.575], [0.360, 7.567, -4.309], [-12.712, 0.444, 3.364], [0.899, -3.871, 1.415], [7.973, 4.704, 0.553], [3.376, 0.192, 2.526], [-11.710, -0.029, 0.815], [1.591, 2.949, -0.121], [0.433, -4.832, 1.197], [-0.875, 2.447, 0.591], [-4.069, -0.371, -0.959], [3.357, -0.373, -0.244], [8.096, 4.231, 2.910], [-0.087, 4.673, -3.422], [4.273, 2.882, -1.310], [4.650, -3.544, -3.257], [6.424, 5.081, 4.904], [-1.516, -3.953, -0.260], [8.830, 4.229, 1.575], [3.557, 5.015, 2.455], [3.417, -9.774, 1.761], [4.182, -3.015, -2.023], [-6.556, 3.204, 2.388], [4.311, -5.613, -2.723], [2.938, -4.839, -3.510], [2.980, -9.885, 0.047], [-5.866, 4.026, 2.580], [-0.875, 1.467, 0.844], [-2.771, 0.529, 0.194], [-5.916, 2.011, 4.085], [-6.667, 1.081, 2.776], [4.151, 5.285, 3.327], [7.216, 4.097, 0.513], [-12.568, -1.306, 3.125], [-3.540, -0.939, -2.982], [-11.012, -0.138, 2.163], [-5.542, 1.164, -0.573], [-4.823, 0.894, -1.347], [-7.929, 3.543, 2.947], [9.340, 2.836, 1.230], [4.318, 0.398, 2.037], [4.544, -0.338, 0.729], [5.622, 4.387, 5.159], [5.477, -8.328, 1.137], [-5.929, -2.621, -4.896], [1.088, -4.865, -0.846], [3.212, -7.091, 1.916], [-7.230, 2.346, 0.775], [-6.454, -2.891, -2.819], [-5.357, 0.762, -2.293], [-2.307, 0.024, -2.146], [-12.265, -0.939, 0.582], [-11.486, -0.461, 4.245], [7.735, 5.233, 3.143], [8.745, 3.893, 3.724], [3.191, 3.506, 4.947], [3.766, 3.103, 4.290], [-5.756, -0.697, -4.633], [0.560, 5.530, -3.611], [1.983, -1.031, 1.381], [1.388, 2.365, 1.139], [3.287, 0.591, -0.725], [2.360, 2.178, 1.591], [-5.855, -2.376, -7.041], [1.096, -5.626, 1.547], [-7.279, -1.667, -6.289], [2.557, 4.417, 0.991], [-7.532, -3.735, -3.944], [1.123, 5.877, -2.353], [-10.287, -0.952, 2.131], [-6.626, 3.071, 0.970], [9.860, 2.848, 0.271], [4.348, -5.321, -4.472], [0.152, -0.177, -0.452], [-10.875, 1.786, 2.458], [2.820, -7.378, -0.043], [-1.457, -6.394, -0.104], [5.002, 4.844, 5.937], [-6.600, -2.524, -6.259], [4.012, 3.399, -0.210], [-0.681, -3.896, -0.734], [-3.419, -0.188, 0.294], [6.552, -3.989, -4.206], [4.912, 6.003, 3.018], [5.399, 3.550, 3.190], [-0.734, 6.425, -5.110], [4.872, -7.878, 0.345], [0.872, 3.069, 1.802], [10.025, 2.460, 1.994], [0.140, -7.135, -0.316], [5.111, 0.117, 2.725], [5.325, 0.214, 0.216], [2.351, 5.962, -4.741], [-8.638, 2.746, 2.715], [6.169, -3.616, -3.254], [4.321, -2.845, -4.026], [4.027, -4.910, -3.513], [-0.269, 6.685, -4.157], [8.504, 2.139, 1.139], [-8.310, 4.461, 2.495], [1.255, 4.822, -5.543], [1.709, 6.630, -2.482], [2.245, 4.302, -4.165], [-4.783, -1.187, -0.814], [1.689, -1.689, -0.201], [7.224, 3.574, 2.861], [-7.640, -1.977, -3.743], [-7.171, -3.425, -6.486], [-5.222, -3.451, -4.897], [-0.691, -6.379, -1.689], [6.064, 3.484, 5.583], [-12.004, -0.386, 3.289], [2.399, 4.718, -0.730], [6.518, -4.279, -2.456], [2.874, -9.282, 0.950], [9.672, 4.925, 1.619], [-5.158, -1.451, -4.641], [1.980, -0.784, 0.319], [-10.984, 0.149, 0.022], [-4.134, 1.735, -1.453], [0.562, 1.090, 1.066], [5.233, -6.860, 0.197], [-6.007, 1.924, 3.000], [3.403, -7.871, 0.738], [0.633, 0.588, 2.031], [0.153, -4.962, -0.291], [6.595, -2.630, -3.068], [-7.897, 3.676, 4.030], [4.779, 3.512, 0.805], [-0.496, -6.300, -0.619], [-1.317, 1.428, 1.755], [4.459, -3.609, -1.318], [-2.525, -1.667, -1.725], [3.484, 5.771, 4.048], [-1.052, 6.961, -3.450], [0.965, 0.226, -0.021], [4.944, -1.341, 0.877]],
  "atomic_forces_ev_per_a": [[-0.039, -0.078, -0.058], [-0.113, 0.324, 0.132], [0.113, 0.152, -0.406], [0.100, -0.199, -0.125], [0.002, 0.018, -0.005], [0.165, -0.200, -0.024], [-0.317, 0.428, 0.071], [-0.010, -0.049, -0.538], [0.041, -0.013, 0.034], [0.042, -0.198, 0.023], [-0.008, 0.023, -0.036], [0.090, -0.069, 0.126], [-0.057, -0.035, 0.060], [0.008, -0.013, 0.009], [0.052, -0.037, -0.065], [-0.041, -0.015, -0.079], [0.030, 0.002, -0.046], [0.171, -0.020, 0.003], [-0.303, -0.019, 0.072], [0.118, -0.011, -0.095], [-0.310, 0.315, 0.179], [0.164, 0.079, 0.058], [-0.127, 0.089, -0.235], [0.318, 0.369, -0.077], [0.322, -0.470, 0.725], [0.148, 0.049, 0.000], [0.024, -0.024, 0.125], [-0.105, 0.188, 0.203], [0.196, -0.367, 0.246], [-0.076, -0.016, 0.059], [-0.016, 0.060, 0.082], [-0.325, -0.281, 0.066], [0.274, -0.026, 0.083], [0.078, -0.002, -0.042], [-0.101, -0.042, -0.235], [-0.256, -0.409, 0.112], [0.091, 0.002, -0.017], [0.001, 0.036, -0.028], [0.015, -0.009, 0.008], [0.034, 0.031, -0.132], [0.313, -0.158, 0.338], [0.340, -0.179, 0.066], [-0.022, -0.011, 0.002], [-0.076, 0.033, 0.048], [-0.156, -0.020, -0.069], [-0.378, 0.165, -0.124], [-0.017, 0.010, -0.007], [0.028, 0.000, 0.035], [-0.395, 0.217, -0.021], [0.004, 0.003, 0.003], [-0.186, -0.060, 0.072], [-0.096, 0.212, -0.050], [0.145, -0.016, -0.047], [0.688, -0.243, -0.011], [-0.313, 0.103, -0.284], [0.018, -0.090, 0.087], [-0.032, -0.078, -0.008], [-0.416, 0.259, -0.007], [-0.021, 0.121, -0.071], [-0.181, 0.127, -0.169], [-0.029, -0.049, 0.022], [0.026, -0.026, -0.015], [0.030, 0.005, -0.013], [-0.054, 0.070, 0.038], [-0.017, 0.008, 0.005], [0.025, -0.033, -0.017], [0.054, 0.009, -0.058], [-0.023, -0.001, 0.007], [-0.001, 0.116, -0.005], [0.029, -0.320, -0.016], [-0.016, 0.048, 0.011], [0.302, 0.291, -0.247], [0.071, 0.148, 0.314], [0.721, -0.250, 0.080], [-0.243, 0.324, -0.132], [0.148, -0.246, 0.202], [0.021, -0.034, 0.012], [0.000, 0.012, 0.019], [-0.057, -0.032, 0.062], [-0.213, 0.039, 0.241], [-0.016, 0.012, -0.005], [-0.312, 0.004, 0.125], [0.110, 0.063, 0.023], [0.097, 0.270, -0.063], [0.017, 0.033, 0.010], [0.010, -0.017, 0.015], [-0.181, -0.125, 0.174], [-0.030, 0.037, 0.001], [-0.049, 0.099, 0.058], [0.038, -0.002, 0.089], [-0.027, 0.070, -0.030], [0.123, -0.033, -0.103], [0.736, -0.369, 0.510], [0.173, 0.045, -0.276], [-0.360, -0.047, 0.080], [0.004, -0.018, 0.013], [0.013, -0.007, -0.037], [-0.389, -0.018, -0.020], [0.017, 0.011, -0.007], [0.011, 0.141, -0.072], [-0.108, 0.133, 0.225], [-0.017, -0.007, 0.000], [-0.019, -0.005, 0.026], [0.107, -0.041, 0.334], [0.331, 0.013, -0.227], [-0.059, 0.056, -0.037], [0.096, -0.085, 0.084], [0.056, 0.137, -0.042], [-0.060, 0.085, 0.062], [-0.149, 0.031, -0.058], [-0.137, -0.010, 0.097], [-0.041, 0.020, 0.068], [0.074, 0.040, 0.026], [0.005, 0.024, -0.005], [0.085, -0.014, -0.037], [-0.033, -0.010, 0.032], [0.006, -0.020, 0.075], [-0.155, -0.324, -0.021], [0.238, -0.011, -0.072], [-0.034, -0.013, -0.078], [-0.017, 0.011, 0.005], [0.106, 0.058, 0.025], [0.040, 0.007, -0.007], [0.045, -0.028, -0.026], [0.093, -0.042, 0.115], [-0.144, 0.073, -0.296], [-0.037, -0.069, -0.034], [-0.162, 0.023, -0.014], [-0.007, 0.048, -0.050], [0.131, -0.177, -0.087], [-0.018, 0.583, -1.102], [0.021, -0.038, 0.011], [0.054, -0.034, -0.060], [-0.824, 0.557, -1.140], [-0.026, 0.011, -0.025], [0.184, 0.018, -0.024], [0.283, -0.284, 0.229], [0.035, -0.170, 0.307], [-0.371, -0.139, 0.356], [-0.028, 0.019, -0.025], [0.003, -0.021, -0.001], [0.070, 0.061, -0.526], [0.061, -0.038, -0.182], [-0.167, 0.033, 0.000], [0.029, 0.025, 0.070], [-0.007, -0.008, 0.004], [0.078, 0.044, 0.154], [-0.013, -0.040, -0.002], [0.102, -0.379, 0.626], [-0.094, -0.290, 0.243]],
  "mulliken_charge": [0.3589, 2.0948, -0.0984, -0.8233, 0.1812, -0.4940, -0.4414, -0.1001, 0.3192, -1.2683, 0.3383, -1.2300, 0.3447, 0.3604, 0.3435, 0.3485, 0.1267, -0.6062, 0.2761, -1.2798, -0.3036, -0.8724, 0.1985, 0.6540, 0.0968, -0.8222, 0.2593, -0.7759, 0.3663, 0.3255, 0.3035, 0.2479, -0.0640, 0.3845, -0.3796, 0.3331, 0.1596, 0.2842, 0.3715, 0.2984, -0.3827, 0.3681, 0.4364, 0.2161, -0.7970, 0.3392, 0.3883, 0.2496, 0.3427, 0.0775, -1.0498, -0.7755, -1.2055, -0.4580, -0.6375, -1.5745, 0.4204, 0.3887, 0.0098, -0.5108, 0.3084, 0.2713, 0.3048, 0.2743, 0.3901, 0.3139, 0.2536, 0.3739, 0.3184, -0.5242, 0.3088, 0.4280, 0.2539, 0.2227, 0.1224, -0.4080, 0.3277, 0.1691, 0.3443, -0.1248, 0.3929, -0.4747, 0.2636, -0.5229, 0.3480, 0.4140, 0.0744, 0.2958, 0.0487, 0.3908, 0.4749, -1.3182, 0.2558, -0.4308, -0.5434, 0.4056, 0.3161, -1.0857, 0.3773, -1.5174, 0.4117, 0.3490, 0.2537, 0.5058, 0.2309, 0.3314, -0.1065, -1.3354, 0.3062, -1.1419, -1.3270, 0.2047, 0.3269, 0.3824, 0.2969, 0.3079, 0.2257, 0.1695, 0.0766, 0.3185, 0.3880, 0.2767, 0.3626, 0.3308, -1.2968, 0.0474, 0.2973, -1.4409, 0.3764, -0.4894, -0.4274, 0.3087, 0.3261, -0.3445, 0.3418, -1.0324, 0.8915, 0.2242, 0.7671, 0.3360, 0.3974, -0.3322, -1.4366, 0.2657, 0.1796, 0.0605, 0.4454, 0.3179, -0.1074, 0.4243],
  "orbital_gap_ha": 0.2281,
  "total_energy_ha": -2593.67565,
  "fmax_ev_per_a": 1.513,
  "homo_energy_ha": -0.164,
  "spin_multiplicity": 1,
  "charge": -1
}